Run i
Density functional theory data (the ωB97M-V functional and the def2-TZVPD basis) for C2H2N2OS3 in the gas phase.

Results
HOMO-LUMO gap: 7.69 eV
SMILES string: S=c1nc(SS)[nH]o1
multiplicity: 1
HOMO: -8.7 eV

CARTESIAN COORDINATES (ANGSTROEM)
1 S -3.333 -1.333 0.117
2 C -2.030 -0.361 0.078
3 N -0.749 -0.780 0.205
4 C -0.021 0.275 0.192
5 S 1.674 0.322 0.319
6 S 2.271 -1.755 -0.022
7 N -0.853 1.490 0.116
8 O -2.141 0.986 0.139
9 H 1.113 -2.342 0.288
10 H -0.589 2.065 -0.672

=====

Run ii
Density functional theory data (the ωB97M-V functional and the def2-TZVPD basis) for C2H2N2OS3 in the gas phase.

Results
HOMO-LUMO gap (alpha / beta): 7.27 / 6.00 eV
multiplicity: 1
HOMO (alpha / beta): -8.9 / -7.3 eV

CARTESIAN COORDINATES (ANGSTROEM)
1 C 0.487 0.113 1.123
2 C -1.783 0.061 0.207
3 N -0.632 0.385 0.814
4 N -0.588 -1.506 -1.038
5 O -1.771 -0.987 -0.720
6 S -3.193 0.832 0.505
7 S 2.640 0.919 -0.496
8 S 1.980 0.427 1.541
9 H -0.705 -2.212 -1.884
10 H 3.565 1.967 -0.050

=====

Stability ranking, top entry: run i; the second entry is 87.9 kcal/mol less favorable.

=====

Run i
Density functional theory data (the ωB97M-V functional and the def2-TZVPD basis) for a molecular structure, C2F6KNO4S2.

Results
HOMO-LUMO gap: 8.18 eV
multiplicity: 1
HOMO: -9.6 eV

CARTESIAN COORDINATES (ANGSTROEM)
1 K 1.734 2.288 1.760
2 C -1.919 0.025 1.333
3 F -2.586 -0.823 2.120
4 F -2.389 -0.032 0.138
5 F -1.742 1.230 1.840
6 S -0.166 -0.833 1.410
7 O 0.349 -0.555 2.741
8 O -0.404 -2.266 1.106
9 N 0.786 0.095 0.343
10 S 0.715 -0.667 -0.965
11 O 1.852 -1.569 -1.199
12 O -0.553 -1.278 -1.418
13 C 1.080 0.843 -2.109
14 F -0.151 1.416 -2.381
15 F 1.816 1.726 -1.428
16 F 1.578 0.401 -3.291

=====

Run ii
Density functional theory data (the ωB97M-V functional and the def2-TZVPD basis) for a molecular structure, C2F6KNO4S2.

Results
HOMO-LUMO gap: 8.76 eV
multiplicity: 1
HOMO: -10.0 eV

CARTESIAN COORDINATES (ANGSTROEM)
1 K 2.869 0.109 -1.894
2 C -1.615 -0.583 -1.845
3 F -0.890 -1.534 -2.441
4 F -2.466 -0.056 -2.711
5 F -2.281 -1.120 -0.814
6 S -0.513 0.747 -1.239
7 O 0.272 1.099 -2.403
8 O -1.400 1.747 -0.771
9 N 0.451 -0.052 -0.175
10 S 0.270 0.616 1.271
11 O 1.030 1.831 1.416
12 O -1.057 0.611 1.767
13 C 1.151 -0.621 2.276
14 F 0.703 -1.854 2.027
15 F 2.482 -0.591 1.983
16 F 0.992 -0.349 3.553

=====

Stability ranking, top entry: run ii; the second entry is 36.1 kcal/mol less favorable.

=====

Run i
Density functional theory data (the ωB97M-V functional and the def2-TZVPD basis) for C4H7ClN2O in the gas phase.

Results
HOMO-LUMO gap: 10.54 eV
SMILES string: N/N=C\[C@H](Cl)[C@H]1CO1
multiplicity: 1
HOMO: -10.0 eV

CARTESIAN COORDINATES (ANGSTROEM)
1 N -2.733 0.458 -0.138
2 N -2.121 0.243 1.251
3 C -0.926 -0.263 0.950
4 C -0.264 -0.354 -0.317
5 Cl 1.015 -1.651 -0.307
6 C 0.427 0.988 -0.382
7 C 1.779 1.197 0.398
8 O 1.771 0.976 -1.053
9 H -3.777 0.714 0.131
10 H -2.223 1.512 -0.176
11 H -0.328 -0.319 1.993
12 H -1.014 -0.423 -1.122
13 H -0.253 1.820 -0.713
14 H 1.850 2.228 0.808
15 H 2.219 0.419 1.037

=====

Run ii
Density functional theory data (the ωB97M-V functional and the def2-TZVPD basis) for C4H7ClN2O in the gas phase.

Results
HOMO-LUMO gap: 9.30 eV
SMILES string: O=C1NNCC[C@H]1Cl
multiplicity: 1
HOMO: -8.6 eV

CARTESIAN COORDINATES (ANGSTROEM)
1 O 1.321 2.370 -0.265
2 C 0.696 1.387 -0.007
3 N -0.706 1.434 0.192
4 N -1.422 0.344 -0.388
5 C -1.012 -0.965 0.041
6 C 0.472 -1.127 -0.291
7 C 1.287 0.010 0.358
8 Cl 2.963 -0.095 -0.129
9 H -1.125 2.314 -0.092
10 H -2.382 0.468 -0.210
11 H -1.166 -1.130 1.099
12 H -1.659 -1.714 -0.508
13 H 0.833 -2.120 0.079
14 H 0.592 -1.136 -1.386
15 H 1.307 -0.042 1.506

=====

Stability ranking, top entry: run ii; the second entry is 87.9 kcal/mol less favorable.

=====

Run i
Density functional theory data (the ωB97M-V functional and the def2-TZVPD basis) for 2 unconnected molecules or ions with the total composition C3H5O3.

Results
HOMO-LUMO gap: 8.12 eV
multiplicity: 1
HOMO: -4.1 eV
charge: -1

CARTESIAN COORDINATES (ANGSTROEM)
1 O -1.122 1.740 -2.467
2 C -0.330 1.288 -1.666
3 C -0.580 0.138 -0.778
4 H 0.629 1.791 -1.445
5 H 0.277 -0.533 -0.720
6 H -1.445 -0.469 -1.019
7 H -0.709 0.540 0.235
8 O 1.561 -0.530 1.104
9 C 0.821 -1.088 1.966
10 O -0.383 -0.948 2.226
11 H 1.280 -1.928 2.563

=====

Run ii
Density functional theory data (the ωB97M-V functional and the def2-TZVPD basis) for 2 unconnected molecules or ions with the total composition C3H5O3.

Results
HOMO-LUMO gap: 8.96 eV
multiplicity: 1
HOMO: -4.8 eV
charge: -1

CARTESIAN COORDINATES (ANGSTROEM)
1 C -1.048 -2.238 0.278
2 C -0.482 -1.013 0.168
3 O -0.386 0.019 1.025
4 H -1.468 -2.753 -0.573
5 H -1.035 -2.741 1.179
6 H -0.409 -0.728 -0.953
7 H 0.412 0.613 0.694
8 O 1.117 0.965 -0.569
9 C 1.072 2.217 -0.480
10 O 1.501 3.046 -1.331
11 H 0.726 2.614 0.562

=====

Stability ranking, top entry: run i; the second entry is 20.5 kcal/mol less favorable.

=====

Run i
Density functional theory data (the ωB97M-V functional and the def2-TZVPD basis) for a gas-phase ion, FHNO3P (charge -2).

Results
HOMO-LUMO gap: 7.23 eV
SMILES string: O=P([O-])([O-])NF
multiplicity: 1
HOMO: 0.6 eV
charge: -2

CARTESIAN COORDINATES (ANGSTROEM)
1 O 1.973 -0.660 -0.033
2 P 0.856 0.370 0.149
3 O 0.614 0.761 1.601
4 O 0.649 1.420 -0.922
5 N -0.770 -0.530 -0.426
6 F -1.665 -1.618 0.228
7 H -1.656 0.257 -0.598

=====

Run ii
Density functional theory data (the ωB97M-V functional and the def2-TZVPD basis) for 2 unconnected molecules or ions with the total composition FHNO3P.

Results
HOMO-LUMO gap (alpha / beta): 6.91 / 6.90 eV
multiplicity: 1
HOMO (alpha / beta): 0.8 / 0.8 eV
charge: -2

CARTESIAN COORDINATES (ANGSTROEM)
1 N 0.839 -0.313 0.416
2 O -0.750 1.018 -1.390
3 O -1.063 1.226 1.151
4 O -1.573 -0.996 -0.020
5 F 1.110 -1.598 -0.087
6 P -0.830 0.328 -0.045
7 H 2.267 0.335 -0.024

=====

Stability ranking, top entry: run i; the second entry is 46.4 kcal/mol less favorable.

=====

Run i
Density functional theory data (the ωB97M-V functional and the def2-TZVPD basis) for 2 unconnected molecules or ions with the total composition C2H8NS.

Results
HOMO-LUMO gap: 6.34 eV
multiplicity: 1
HOMO: -2.6 eV
charge: -1

CARTESIAN COORDINATES (ANGSTROEM)
1 S 3.545 1.403 0.023
2 H 3.870 2.698 0.175
3 C -1.780 -0.552 0.492
4 C -0.691 -0.412 -0.549
5 N 0.631 -0.482 0.056
6 H -1.555 0.110 1.337
7 H -2.761 -0.306 0.074
8 H -1.825 -1.558 0.907
9 H -0.760 -1.200 -1.302
10 H -0.855 0.516 -1.112
11 H 0.849 0.372 0.572
12 H 1.333 -0.588 -0.672

=====

Run ii
Density functional theory data (the ωB97M-V functional and the def2-TZVPD basis) for 2 unconnected molecules or ions with the total composition C2H8NS.

Results
HOMO-LUMO gap: 5.80 eV
multiplicity: 1
HOMO: -2.1 eV
charge: -1

CARTESIAN COORDINATES (ANGSTROEM)
1 N 1.131 -3.705 -2.484
2 H 0.547 -2.893 -2.598
3 H 0.521 -4.398 -2.066
4 H 1.820 -3.508 -1.793
5 C -1.628 1.301 -0.316
6 C -0.309 1.763 0.197
7 S 0.414 0.648 1.603
8 H -1.772 0.265 -0.659
9 H -1.812 1.855 -1.263
10 H -2.310 1.431 0.557
11 H -0.306 2.578 0.894
12 H 0.394 1.857 -0.610

=====

Stability ranking, top entry: run i; the second entry is 18.6 kcal/mol less favorable.